P) {
  "formula": "C3H7NO",
  "method": "wB97M-V/def2-TZVPD",
  "orbital_gap_ev": 10.87,
  "smiles": "OC[C@H]1CN1",
  "symbols": ["H", "H", "C", "C", "H", "H", "N", "C", "O", "H", "H", "H"],
  "positions_angstrom": [[-1.45, 1.42, -0.58], [1.11, -1.49, 0.66], [1.18, -0.59, 0.02], [-1.17, 0.06, 0.39], [-0.50, -1.07, -1.38], [1.20, 1.27, 0.39], [-0.52, 1.05, -0.61], [-0.21, -0.37, -0.59], [1.54, 0.48, 0.86], [1.94, -0.78, -0.75], [-2.22, -0.21, 0.17], [-0.88, 0.24, 1.41]],
  "mulliken_charge": [0.294, 0.261, -0.602, -0.620, 0.373, 0.361, -0.672, 0.276, -0.542, 0.295, 0.332, 0.244]
}

Q) {
  "formula": "C3H7NO",
  "method": "wB97M-V/def2-TZVPD",
  "orbital_gap_ev": 10.79,
  "smiles": "NCCC=O",
  "symbols": ["H", "C", "H", "O", "H", "C", "H", "H", "N", "C", "H", "H"],
  "positions_angstrom": [[1.29, 1.18, -0.48], [0.22, 0.70, -0.47], [1.04, -0.09, 2.22], [0.48, 0.54, -2.81], [-0.36, 1.45, 0.04], [-0.23, 0.25, -1.90], [-1.11, -0.50, -2.16], [-1.22, -0.65, 0.25], [0.02, -0.09, 2.00], [-0.12, -0.48, 0.47], [0.39, -1.42, 0.27], [-0.39, -0.88, 2.58]],
  "mulliken_charge": [0.275, -0.336, 0.233, -0.435, 0.292, 0.039, 0.293, 0.298, -0.661, -0.585, 0.343, 0.246]
}

Of them, Q) has the highest stability.

P) {
  "formula": "C3H7NO",
  "method": "wB97M-V/def2-TZVPD",
  "orbital_gap_ev": 10.11,
  "smiles": "C=NC.C=O",
  "symbols": ["H", "H", "H", "H", "O", "H", "C", "C", "N", "H", "H", "C"],
  "positions_angstrom": [[0.47, -0.86, -5.74], [-1.01, -0.07, 2.15], [2.45, 0.17, 3.04], [-1.06, 1.55, 2.20], [-1.47, -0.22, -5.66], [-0.64, -1.55, -4.39], [1.59, 0.18, 2.44], [-0.48, -0.85, -5.27], [0.68, 0.70, 3.15], [-1.37, 0.72, 3.73], [1.60, -0.52, 1.57], [-0.76, 0.75, 2.77]],
  "mulliken_charge": [0.246, 0.309, 0.263, 0.291, -0.401, 0.199, -0.207, -0.043, -0.411, 0.234, 0.231, -0.710]
}

Q) {
  "formula": "C3H7NO",
  "method": "wB97M-V/def2-TZVPD",
  "orbital_gap_ev": 10.56,
  "smiles": "CCNC=O",
  "symbols": ["H", "H", "H", "H", "C", "C", "H", "C", "O", "H", "H", "N"],
  "positions_angstrom": [[-0.63, -1.33, 0.29], [1.99, -1.07, 0.79], [-2.07, 1.34, -0.37], [0.39, 0.90, 1.27], [-2.11, 0.23, -0.16], [1.60, -0.40, -0.10], [2.56, 0.22, -0.40], [0.38, 0.49, 0.16], [-3.13, -0.41, 0.06], [1.43, -1.09, -0.95], [0.42, 1.39, -0.52], [-0.82, -0.28, -0.05]],
  "mulliken_charge": [0.279, 0.286, 0.233, 0.220, 0.109, -1.117, 0.300, -0.213, -0.542, 0.351, 0.283, -0.187]
}

R) {
  "formula": "C3H7NO",
  "method": "wB97M-V/def2-TZVPD",
  "orbital_gap_ev": 10.44,
  "smiles": "C=NC.C=O",
  "symbols": ["O", "H", "H", "H", "C", "H", "H", "H", "C", "N", "C", "H"],
  "positions_angstrom": [[1.43, -3.50, -1.89], [-1.30, 1.49, -0.09], [0.51, -4.29, -3.52], [2.33, -3.84, -3.64], [1.41, -3.88, -3.03], [0.46, 2.89, 1.23], [0.75, 1.37, 2.08], [-2.87, 1.35, 0.96], [0.10, 2.25, 2.04], [-1.31, 1.90, 1.98], [-1.80, 1.55, 0.88], [0.29, 2.72, 3.00]],
  "mulliken_charge": [-0.373, 0.254, 0.216, 0.208, -0.050, 0.309, 0.287, 0.253, -0.747, -0.405, -0.229, 0.277]
}

S) {
  "formula": "C3H7NO",
  "method": "wB97M-V/def2-TZVPD",
  "orbital_gap_ev": 10.21,
  "smiles": "OC1CNC1",
  "symbols": ["H", "H", "C", "H", "H", "H", "N", "C", "C", "O", "H", "H"],
  "positions_angstrom": [[1.79, -0.76, -0.11], [0.42, 1.06, -1.79], [-0.17, -0.26, 0.81], [-1.91, 0.10, -0.58], [-1.14, 1.54, 0.04], [1.66, 0.97, 0.34], [0.19, 0.32, -1.16], [1.13, 0.08, -0.01], [-0.94, 0.50, -0.27], [-0.43, -1.62, 0.89], [-0.40, -1.99, -0.03], [-0.21, 0.06, 1.88]],
  "mulliken_charge": [0.282, 0.221, 0.087, 0.278, 0.273, 0.279, -0.455, -0.546, -0.545, -0.566, 0.352, 0.340]
}

Of them, Q) has the highest stability.

P) {
  "formula": "C3H5O3Pt",
  "method": "wB97M-V/def2-TZVPD",
  "orbital_gap_ev": [6.25, 8.26],
  "multiplicity": 4,
  "symbols": ["C", "H", "H", "H", "H", "O", "O", "Pt", "O", "C", "H", "C"],
  "positions_angstrom": [[-0.83, -0.40, -0.20], [-1.89, -1.38, 1.08], [2.24, -0.40, -0.57], [1.06, 1.87, 0.78], [1.33, 0.28, 1.56], [-0.53, 0.57, 0.68], [0.23, -0.64, -0.99], [-3.35, -1.25, -0.19], [-1.94, -0.63, -0.75], [0.89, 0.80, 0.69], [1.45, 0.97, -1.43], [1.33, 0.21, -0.65]],
  "mulliken_charge": [0.057, -0.176, 0.267, 0.263, 0.264, -0.200, -0.300, 0.220, -0.140, -0.237, 0.246, -0.263]
}

Q) {
  "formula": "C3H5O3Pt",
  "method": "wB97M-V/def2-TZVPD",
  "orbital_gap_ev": [7.36, 8.63],
  "multiplicity": 4,
  "symbols": ["H", "O", "H", "O", "C", "H", "H", "H", "Pt", "O", "C", "C"],
  "positions_angstrom": [[2.01, -0.70, 0.21], [-0.02, -0.85, -0.20], [1.62, 1.13, 1.79], [0.20, 1.36, 0.33], [1.05, -0.72, 0.74], [1.02, -1.58, 1.43], [-0.91, 0.93, -1.54], [0.00, 0.49, 2.22], [-1.84, -1.32, 0.29], [-1.87, 0.44, -0.26], [0.74, 0.61, 1.40], [-0.55, 0.50, -0.50]],
  "mulliken_charge": [0.259, -0.377, 0.308, -0.375, -0.365, 0.308, 0.387, 0.254, 0.270, -0.529, -0.337, 0.196]
}

Of them, Q) has the highest stability.

P) {
  "formula": "C4H9N3O",
  "method": "wB97M-V/def2-TZVPD",
  "orbital_gap_ev": 10.16,
  "smiles": "C[C@@](N)(C=O)/N=C/N",
  "symbols": ["H", "H", "H", "N", "N", "H", "H", "C", "H", "H", "C", "C", "H", "N", "H", "C", "O"],
  "positions_angstrom": [[2.07, 1.40, 0.65], [-0.68, -1.99, 0.34], [0.76, -2.18, 1.34], [0.33, 0.18, 2.10], [-0.73, 0.56, 0.07], [-0.45, -0.35, 2.48], [0.01, 1.15, 2.16], [-0.87, 0.44, -1.20], [0.94, -1.97, -0.39], [-0.20, -0.15, -1.85], [1.72, 0.49, 0.12], [0.35, -1.64, 0.48], [-1.69, 1.30, -2.84], [-1.88, 1.03, -1.88], [-2.38, 1.74, -1.35], [0.41, -0.12, 0.68], [2.29, 0.12, -0.90]],
  "mulliken_charge": [0.339, 0.378, 0.433, -0.875, -0.653, 0.282, 0.309, -0.038, 0.367, 0.300, -0.300, -1.570, 0.258, -0.405, 0.271, 1.392, -0.487]
}

Q) {
  "formula": "C4H9N3O",
  "method": "wB97M-V/def2-TZVPD",
  "orbital_gap_ev": 9.60,
  "symbols": ["N", "H", "H", "H", "C", "H", "C", "O", "H", "H", "H", "C", "N", "N", "H", "H", "C"],
  "positions_angstrom": [[-0.38, 0.83, 2.21], [0.76, -1.75, 0.06], [-2.07, 0.19, -1.66], [-0.43, -0.19, -3.60], [0.71, -0.81, -0.48], [-1.18, 1.87, -2.95], [-0.31, 0.99, 0.94], [-0.19, 1.09, -1.29], [1.69, -1.74, 2.97], [0.53, -0.85, -1.64], [-0.59, 1.92, 0.44], [-1.00, 0.75, -2.48], [-0.29, 0.29, -0.20], [1.42, -0.59, 2.58], [-0.55, -1.22, 2.89], [1.69, -0.34, -0.38], [0.18, -0.46, 2.58]],
  "mulliken_charge": [-0.516, 0.304, 0.290, 0.238, -0.714, 0.251, 0.003, -0.244, 0.258, 0.138, 0.394, -0.612, 0.051, -0.538, 0.343, 0.368, -0.013]
}

Of them, P) has the highest stability.

P) {
  "formula": "C4H9N3O",
  "method": "wB97M-V/def2-TZVPD",
  "orbital_gap_ev": 8.57,
  "smiles": "[H]/N=C(\\ON)[C@@H](N)C=C",
  "symbols": ["H", "H", "C", "N", "C", "N", "H", "H", "H", "H", "C", "H", "H", "O", "C", "N", "H"],
  "positions_angstrom": [[2.22, -1.11, -1.97], [-1.22, -2.73, -0.19], [0.32, 1.05, -0.02], [1.25, 1.67, 0.92], [-1.02, 0.79, 0.51], [-1.13, -2.03, 0.54], [0.19, 1.70, -0.89], [0.84, 1.92, 1.82], [1.32, -0.93, 0.22], [-1.99, -2.04, 1.08], [0.83, -0.35, -0.56], [1.05, 0.17, -2.63], [1.93, 0.95, 1.18], [-1.08, -0.79, -0.18], [1.38, -0.45, -1.80], [-2.03, 1.38, 0.91], [-2.85, 0.79, 1.08]],
  "mulliken_charge": [0.272, 0.241, 0.301, -0.612, 0.155, -0.461, 0.249, 0.282, 0.324, 0.225, -0.088, 0.238, 0.279, -0.256, -0.913, -0.532, 0.295]
}

Q) {
  "formula": "C4H9N3O",
  "method": "wB97M-V/def2-TZVPD",
  "orbital_gap_ev": 10.30,
  "smiles": "[H]/N=[N+](\\[O-])N1CCCC1",
  "symbols": ["N", "H", "O", "H", "H", "H", "H", "C", "N", "C", "H", "H", "H", "C", "H", "C", "N"],
  "positions_angstrom": [[0.06, -1.18, -1.48], [0.35, -1.79, 0.91], [0.08, -0.59, -2.64], [-0.43, -2.86, -2.03], [0.18, 2.58, 1.00], [-0.31, 0.48, 2.69], [-1.20, -1.03, 0.60], [0.26, 1.12, -0.70], [0.42, -0.39, -0.49], [-0.25, 1.54, 0.73], [-1.34, 1.56, 0.66], [1.33, 0.54, 1.97], [-0.44, 1.25, -1.55], [0.19, 0.40, 1.69], [1.25, 1.52, -1.04], [-0.06, -0.73, 0.81], [-0.07, -2.42, -1.15]],
  "mulliken_charge": [0.791, 0.345, -0.691, 0.249, 0.307, 0.316, 0.277, -0.492, 0.134, -0.512, 0.297, 0.221, 0.277, -0.377, 0.255, -0.621, -0.775]
}

R) {
  "formula": "C4H9N3O",
  "method": "wB97M-V/def2-TZVPD",
  "orbital_gap_ev": 8.49,
  "smiles": "C/N=C(N)/C(N)=C/O",
  "symbols": ["C", "H", "C", "C", "H", "N", "H", "H", "C", "H", "N", "O", "H", "H", "N", "H", "H"],
  "positions_angstrom": [[0.26, -0.01, 0.43], [-0.35, 3.17, 0.38], [-0.47, -1.24, -0.17], [0.38, -1.40, -1.21], [1.87, 0.42, 1.64], [-0.20, 1.13, 0.10], [-0.91, -1.43, -2.62], [-2.27, -1.20, -1.16], [0.23, 2.33, 0.77], [1.30, 2.53, 0.60], [-1.85, -1.28, -0.25], [0.03, -1.62, -2.52], [1.54, -1.24, 1.44], [0.09, 2.27, 1.86], [1.20, -0.29, 1.40], [1.45, -1.46, -1.09], [-2.31, -0.68, 0.43]],
  "mulliken_charge": [0.614, 0.295, 0.257, -0.333, 0.220, -0.526, 0.268, 0.146, -0.939, 0.298, -0.539, -0.507, 0.283, 0.321, -0.448, 0.332, 0.259]
}

S) {
  "formula": "C4H9N3O",
  "method": "wB97M-V/def2-TZVPD",
  "orbital_gap_ev": 6.25,
  "symbols": ["H", "H", "O", "C", "C", "H", "H", "H", "H", "N", "H", "C", "C", "N", "H", "N", "H"],
  "positions_angstrom": [[2.79, -2.23, -0.80], [-1.52, -1.66, 0.89], [-2.22, 0.02, -0.30], [-1.03, 0.51, 0.09], [-2.07, -1.58, -0.02], [-3.02, -2.25, 0.55], [1.55, -1.29, 1.51], [3.20, 1.02, -0.55], [0.16, 2.30, 0.61], [2.30, 0.27, -0.28], [-1.82, -2.18, -1.01], [-0.97, 1.92, 0.43], [1.05, 0.63, -0.32], [0.05, -0.35, -0.01], [-1.75, 2.81, 0.03], [2.72, -0.97, 0.39], [0.88, 1.83, -0.69]],
  "mulliken_charge": [0.187, 0.291, -0.396, 0.830, -0.568, 0.269, 0.318, 0.320, 0.281, 0.082, 0.253, -1.000, -0.254, -0.555, 0.169, -0.632, 0.405]
}

Of them, R) has the highest stability.

P) {
  "formula": "C4H9N3O",
  "method": "wB97M-V/def2-TZVPD",
  "orbital_gap_ev": 9.20,
  "smiles": "C=C(C)NC(=O)NN",
  "symbols": ["H", "H", "C", "H", "N", "C", "H", "H", "N", "H", "H", "N", "C", "H", "O", "H", "C"],
  "positions_angstrom": [[0.11, 0.73, -1.31], [-0.51, -0.74, 2.29], [0.64, 0.67, 1.14], [1.11, -1.27, 1.93], [-1.70, -0.36, -2.48], [1.05, 1.91, 1.40], [0.19, -1.17, -2.59], [1.33, 2.21, 2.40], [0.18, 0.35, -0.14], [-2.17, -1.26, -2.36], [-1.71, -0.09, -3.45], [-0.34, -0.47, -2.05], [-0.24, -0.84, -0.59], [1.07, 2.67, 0.63], [-0.38, -1.95, -0.15], [0.85, -0.01, 3.16], [0.52, -0.40, 2.20]],
  "mulliken_charge": [0.552, 0.298, 0.832, 0.294, -0.588, -1.021, 0.271, 0.273, -0.218, 0.246, 0.244, -0.135, 0.075, 0.289, -0.590, 0.341, -1.163]
}

Q) {
  "formula": "C4H9N3O",
  "method": "wB97M-V/def2-TZVPD",
  "orbital_gap_ev": 9.95,
  "symbols": ["H", "H", "N", "C", "H", "N", "H", "C", "O", "C", "N", "H", "H", "H", "C", "H", "H"],
  "positions_angstrom": [[-1.80, -0.55, -1.33], [1.94, 0.24, 0.53], [1.17, 1.38, -1.14], [0.09, -1.81, 0.47], [1.78, 2.18, -1.00], [0.19, 1.40, 1.03], [-2.01, 1.39, 2.08], [-0.78, 0.56, 0.96], [-1.97, 0.58, 1.54], [1.01, 0.62, 0.09], [-0.80, -0.40, -1.37], [0.55, -1.81, 1.46], [0.76, -2.35, -0.20], [-0.69, 0.54, -1.78], [-0.17, -0.41, -0.02], [1.58, 0.83, -1.89], [-0.85, -2.38, 0.55]],
  "mulliken_charge": [0.261, 0.345, -0.783, -1.545, 0.232, -0.765, 0.379, -0.043, -0.476, 0.375, -0.791, 0.370, 0.355, 0.318, 1.193, 0.235, 0.340]
}

R) {
  "formula": "C4H9N3O",
  "method": "wB97M-V/def2-TZVPD",
  "orbital_gap_ev": [7.83, 7.83],
  "symbols": ["H", "N", "H", "H", "H", "H", "O", "N", "C", "C", "H", "C", "H", "H", "H", "C", "N"],
  "positions_angstrom": [[-0.07, 2.35, -1.60], [1.13, 0.41, 0.76], [1.91, -1.28, 0.05], [0.01, -2.10, -0.84], [-1.44, 0.32, -1.76], [-0.46, 2.88, -0.03], [-0.72, -0.14, 2.16], [0.02, 2.20, -0.60], [-0.20, 0.88, -0.20], [-0.91, -1.52, -0.66], [-1.15, -1.66, 0.40], [-0.79, -0.07, -0.99], [1.76, 1.19, 0.63], [-1.69, -1.99, -1.25], [1.14, -1.38, 1.52], [-0.28, 0.74, 1.47], [1.76, -0.82, 0.94]],
  "mulliken_charge": [0.238, 0.055, 0.285, 0.224, 0.308, 0.253, -0.457, -0.575, 1.018, -1.128, 0.250, -0.595, 0.343, 0.376, 0.292, -0.165, -0.722]
}

S) {
  "formula": "C4H9N3O",
  "method": "wB97M-V/def2-TZVPD",
  "orbital_gap_ev": 9.87,
  "smiles": "C=CN(N)/C(O)=N\\C",
  "symbols": ["H", "O", "H", "C", "N", "H", "C", "C", "H", "N", "C", "H", "H", "H", "H", "N", "H"],
  "positions_angstrom": [[0.27, 2.63, 1.81], [0.94, -1.38, 1.23], [-1.35, 2.26, 1.27], [0.49, -0.20, 0.73], [-0.09, 0.62, 1.52], [-0.71, 0.04, -2.12], [-1.66, -1.17, -0.72], [-0.68, -0.37, -1.11], [2.18, -0.16, -1.98], [1.86, -0.64, -1.14], [-0.30, 2.00, 1.14], [-1.73, -1.54, 0.29], [1.78, -1.64, -1.26], [-2.52, -1.32, -1.35], [-0.04, 2.23, 0.11], [0.73, -0.01, -0.63], [0.84, -1.34, 2.19]],
  "mulliken_charge": [0.304, -0.494, 0.255, 0.568, -0.592, 0.340, -0.627, -0.248, 0.235, -0.658, -0.760, 0.277, 0.219, 0.294, 0.307, 0.220, 0.360]
}

Of them, Q) has the highest stability.